Model P:
Below is a molecular structure, C5H7P, with properties calculated with wB97M-V/def2-TZVPD.

Each line ends with the natural charge from an NBO analysis.
Positions of all 13 atoms, in Å:
C -0.275 -0.983 -0.446  -0.2114
C 0.690 -1.313 0.389  -0.1977
C -1.705 -0.711 -0.098  -0.3956
C -1.198 0.807 0.183  -0.4221
C 0.155 0.444 -0.518  -0.2797
P 1.945 0.217 -0.059  0.6724
H -2.360 -0.739 -0.945  0.2115
H -2.088 -1.352 0.713  0.2254
H -1.713 1.645 -0.250  0.2196
H -1.270 1.081 1.191  0.2189
H 2.540 -0.603 -1.041  0.0508
H 2.707 0.003 1.251  -0.0221
H 2.572 1.503 -0.370  -0.0698

Values from the calculation:
- frontier orbital gap (eV) = 8.1509
- LUMO (eV) = 0.34


Model Q:
Below is a single C5H7P molecule, with properties calculated with wB97M-V/def2-TZVPD.

Each line ends with the natural charge from an NBO analysis.
Positions of all 13 atoms, in Å:
C 0.818 0.832 -0.522  -0.3217
C 1.377 -2.197 -1.337  -0.6011
C -0.190 -0.889 0.703  -0.5436
C -0.127 0.433 0.300  -0.0759
C -1.264 1.256 0.660  -0.6188
P 0.952 -2.107 0.288  0.7037
H 1.446 0.077 -0.931  0.2021
H 0.574 1.729 -1.018  0.1915
H -1.014 -1.076 1.420  0.2280
H 2.401 -2.189 -1.684  0.1824
H -2.075 0.457 0.808  0.2054
H -1.636 1.854 -0.193  0.2227
H -1.261 1.820 1.508  0.2254

Values from the calculation:
- SMILES = C#P=CC(=C)C
- frontier orbital gap (spin up / spin down) (eV) = 6.7021 / 7.5189
- LUMO (spin up / spin down) (eV) = -1.42 / -0.68


So which one is most stable? That would be model Q, about 183.5 kJ/mol below the next structure.